# 1
Formula: C24H46F24HfN5O16PS6
Source: OMol25
Level of theory: ωB97M-V with the def2-TZVPD basis set

ORCA input file:
```
! RIJCOSX wB97M-V def2-TZVPD def2/J DEFGRID3
* xyz 3 2
Hf 3.032 13.704 -5.585
C 0.946 16.932 -9.018
F 0.306 17.375 -7.972
F 0.044 16.126 -9.545
F 1.210 17.966 -9.908
S 2.674 16.020 -8.516
O 3.162 15.181 -9.612
O 3.570 17.126 -8.217
O 2.519 15.203 -7.282
C 4.688 9.755 -8.044
F 5.405 8.542 -8.129
F 5.318 10.487 -9.025
F 3.383 9.673 -8.257
S 5.074 10.672 -6.345
O 4.976 9.716 -5.269
O 6.377 11.228 -6.495
O 4.065 11.726 -6.183
P 1.041 12.285 -7.822
F 0.558 13.521 -8.741
F 1.273 11.219 -9.116
F 2.599 12.817 -7.818
F 1.549 11.195 -6.706
F 0.816 13.160 -6.509
F -0.474 11.782 -7.728
C 2.213 14.534 -12.865
N 2.145 12.987 -12.973
C 0.985 12.580 -11.996
C 1.793 12.513 -14.425
C 3.417 12.294 -12.385
C 3.382 10.814 -12.044
O 3.129 10.117 -13.251
H 2.804 14.912 -13.699
H 2.561 14.801 -11.867
H 1.283 15.021 -13.158
H 1.323 12.616 -10.961
H 0.579 11.573 -12.091
H 0.052 13.141 -12.047
H 1.017 13.205 -14.752
H 1.265 11.559 -14.416
H 2.678 12.612 -15.053
H 3.791 12.759 -11.472
H 4.248 12.529 -13.050
H 2.595 10.556 -11.337
H 4.292 10.382 -11.628
H 2.820 9.223 -13.083
C 1.447 7.151 -9.976
N 0.582 7.056 -8.662
C 1.506 6.376 -7.641
C 0.330 8.511 -8.134
C -0.762 6.390 -9.082
C -1.549 5.808 -7.872
O -2.534 6.748 -7.526
H 2.463 7.391 -9.663
H 0.984 7.918 -10.597
H 1.374 6.208 -10.519
H 0.996 6.427 -6.679
H 2.511 6.797 -7.613
H 1.557 5.354 -8.016
H 1.282 8.986 -7.901
H -0.122 8.411 -7.147
H -0.263 9.070 -8.858
H -0.449 5.451 -9.537
H -1.317 6.868 -9.890
H -1.044 5.370 -7.011
H -2.204 5.043 -8.288
H -3.074 6.402 -6.812
C -9.563 9.415 -8.051
C -8.162 9.964 -7.614
C -6.978 9.363 -8.227
N -5.599 9.734 -7.809
C -4.585 8.780 -8.483
C -5.352 9.813 -6.302
C -4.030 10.605 -6.045
C -4.046 11.629 -7.078
C -5.180 11.206 -8.091
H -10.333 9.896 -7.448
H -9.679 8.347 -7.869
H -9.718 9.668 -9.100
H -8.124 9.985 -6.525
H -8.180 11.021 -7.879
H -7.072 9.285 -9.310
H -6.881 8.358 -7.819
H -4.789 8.693 -9.550
H -4.631 7.809 -7.991
H -3.562 9.125 -8.335
H -5.355 8.753 -6.048
H -6.234 10.255 -5.839
H -3.117 10.033 -6.214
H -4.017 11.092 -5.070
H -3.162 11.679 -7.713
H -4.265 12.644 -6.748
H -4.838 11.336 -9.118
H -6.088 11.807 -8.037
C 3.129 13.006 -1.195
F 3.433 14.289 -1.304
F 3.816 12.419 -0.280
F 1.809 12.902 -0.819
S 3.552 12.077 -2.833
O 4.472 12.897 -3.630
O 4.101 10.759 -2.472
N 2.291 12.141 -4.034
S 1.459 10.763 -3.610
O 1.858 9.595 -4.388
O 1.384 10.495 -2.170
C -0.434 11.017 -4.003
F -0.517 11.829 -5.057
F -1.051 9.885 -4.360
F -1.081 11.586 -3.080
C -1.014 15.632 -4.872
F -1.510 14.455 -5.216
F -0.533 16.331 -5.946
F -1.917 16.328 -4.291
S 0.411 15.487 -3.518
O 0.258 16.609 -2.574
O 0.222 14.159 -2.923
N 2.022 15.374 -4.460
S 2.420 16.984 -4.361
O 3.621 17.047 -5.068
O 1.319 17.863 -4.814
C 2.927 17.460 -2.502
F 4.192 17.945 -2.441
F 2.122 18.465 -2.221
F 2.788 16.493 -1.679
*
```

Results
Maximum force: 5.36 eV Å⁻¹
LUMO level (spin up / spin down): -9.34 / -12.91 eV
Frontier orbital gap (spin up / spin down): 0.2480 / 0.1170 Ha


# 2
Formula: C48H72As3BMgN5
Source: OMol25
Level of theory: ωB97M-V with the def2-TZVPD basis set

ORCA input file:
```
! RIJCOSX wB97M-V def2-TZVPD def2/J DEFGRID3
* xyz 1 1
Mg 0.230 0.340 -0.038
C -1.615 -3.136 -1.296
As -1.127 -1.333 -1.837
C -0.318 -1.705 -3.563
C -2.957 -0.767 -2.260
C -3.265 0.581 -2.935
C -4.794 0.624 -3.089
C -2.875 1.782 -2.047
As -0.989 2.294 -1.786
C -0.571 3.371 -3.347
C -1.349 3.757 -0.555
C -2.611 0.645 -4.325
As -3.217 2.114 -5.509
C -1.845 1.802 -6.873
C -4.647 1.158 -6.444
H -2.361 -3.077 -0.507
H -0.743 -3.658 -0.913
H -2.031 -3.677 -2.146
H -1.071 -2.119 -4.230
H 0.488 -2.420 -3.407
H 0.109 -0.805 -4.002
H -3.472 -0.812 -1.296
H -3.373 -1.568 -2.874
H -5.284 0.523 -2.117
H -5.145 -0.189 -3.731
H -5.123 1.570 -3.525
H -3.253 1.622 -1.035
H -3.359 2.686 -2.420
H -1.442 3.969 -3.600
H -0.283 2.764 -4.201
H 0.259 4.024 -3.082
H -2.168 4.365 -0.940
H -0.455 4.372 -0.453
H -1.609 3.376 0.430
H -2.792 -0.291 -4.863
H -1.528 0.748 -4.240
H -0.872 2.141 -6.517
H -2.098 2.370 -7.767
H -1.788 0.742 -7.128
H -5.573 1.198 -5.874
H -4.371 0.118 -6.624
H -4.811 1.653 -7.401
C 2.811 3.009 3.199
C 2.029 3.747 2.109
C 2.274 3.101 0.743
C 0.543 3.971 2.367
C 0.036 5.240 2.089
C -1.302 5.546 2.273
C -2.169 4.573 2.741
C -1.715 3.287 3.021
C -2.703 2.240 3.512
C -3.777 1.951 2.461
C -3.337 2.652 4.843
C -0.355 2.999 2.826
N 0.099 1.663 3.079
B 0.271 0.578 2.138
N 0.535 -0.547 3.020
C 0.523 -0.128 4.355
C 0.250 1.192 4.387
C 1.010 -1.826 2.585
C 2.395 -2.038 2.490
C 2.843 -3.225 1.912
C 1.947 -4.184 1.469
C 0.585 -3.983 1.637
C 0.085 -2.812 2.205
C -1.410 -2.761 2.509
C -1.658 -2.919 4.013
C -2.216 -1.573 1.979
C 3.409 -1.047 3.039
C 4.236 -0.382 1.940
C 4.317 -1.724 4.068
H 3.882 3.164 3.044
H 2.621 1.937 3.183
H 2.561 3.380 4.196
H 2.451 4.752 2.062
H 1.964 2.052 0.764
H 3.338 3.120 0.487
H 1.722 3.612 -0.051
H 0.719 6.006 1.733
H -1.666 6.546 2.059
H -3.218 4.814 2.891
H -2.159 1.316 3.679
H -4.371 2.841 2.234
H -4.462 1.176 2.818
H -3.331 1.597 1.525
H -3.943 3.555 4.729
H -2.577 2.856 5.600
H -3.988 1.859 5.221
H 0.727 -0.802 5.174
H 0.149 1.846 5.241
H 3.911 -3.404 1.822
H 2.307 -5.107 1.027
H -0.111 -4.764 1.347
H -1.815 -3.655 2.029
H -1.300 -2.043 4.559
H -1.153 -3.803 4.410
H -2.729 -3.019 4.211
H -2.043 -0.672 2.565
H -3.283 -1.807 2.028
H -1.980 -1.342 0.937
H 2.867 -0.259 3.553
H 4.785 -1.127 1.352
H 4.965 0.307 2.375
H 3.603 0.194 1.262
H 4.972 -2.466 3.597
H 3.735 -2.237 4.838
H 4.954 -0.984 4.558
C 3.690 0.676 -2.796
C 2.466 0.824 -2.182
N 1.957 -0.103 -1.352
C 2.659 -1.225 -1.141
C 3.907 -1.455 -1.704
C 4.426 -0.467 -2.529
C 4.773 -2.604 -1.349
C 4.551 -3.914 -1.242
C 3.374 -4.753 -1.550
C 3.448 -6.105 -1.238
C 2.366 -6.903 -1.560
N 1.286 -6.416 -2.169
C 1.320 -5.114 -2.438
N 2.290 -4.246 -2.154
H 4.069 1.453 -3.448
H 1.866 1.708 -2.340
H 2.229 -1.955 -0.461
H 5.416 -0.594 -2.958
H 5.793 -2.298 -1.130
H 5.407 -4.498 -0.916
H 4.326 -6.520 -0.760
H 2.365 -7.964 -1.331
H 0.451 -4.720 -2.955
*
```

Results
Maximum force: 1.11 eV Å⁻¹
LUMO level: -2.73 eV
Frontier orbital gap: 0.2609 Ha